w.
Here is C26H35CrI2N6O2 as an isolated structure from the OMol25 dataset. Energies are from ωB97M-V/def2-TZVPD.

```
! RIJCOSX wB97M-V def2-TZVPD def2/J DEFGRID3
* xyz 0 4
Cr -0.3193 -0.3512 0.1948
I -5.3600 5.2565 -1.0697
C -3.7478 3.9373 -0.9130
C -2.5870 4.1712 -1.6342
C -1.5347 3.2885 -1.5026
I 0.2073 3.6133 -2.6074
C -1.5709 2.1472 -0.6732
O -0.5187 1.3741 -0.6239
C -2.7773 1.9392 0.0459
C -2.9981 0.7581 0.9693
N -1.7361 0.3380 1.5845
C -1.8283 -0.5914 2.7186
C -1.5612 -2.0091 2.2996
C -2.0275 -3.0838 3.0413
C -1.7038 -4.3673 2.6409
C -0.9310 -4.5381 1.5027
C -0.5114 -3.4184 0.8144
N -0.8117 -2.1769 1.2058
C -3.8312 2.8371 -0.0815
H -2.5013 5.0274 -2.2880
H -3.4225 -0.0974 0.4400
H -3.7155 1.0496 1.7443
H -1.2585 1.1673 1.9267
H -2.7997 -0.5150 3.2146
H -1.0508 -0.3059 3.4348
H -2.6367 -2.9035 3.9167
H -2.0532 -5.2214 3.2059
H -0.6553 -5.5199 1.1462
H 0.0781 -3.5007 -0.0855
H -4.7364 2.6642 0.4884
C 3.3723 0.5102 -0.0903
N 2.9652 0.4670 -1.4828
C 3.4584 1.5643 -2.2948
C 2.0324 -0.4000 -1.9313
N 1.1662 -0.9935 -1.1438
N 2.0422 -0.6354 -3.2849
C 3.2882 -0.8909 -3.9866
C 0.8552 -1.1737 -3.9206
H 4.4465 0.7063 -0.0562
H 3.1676 -0.4415 0.3859
H 2.8472 1.2865 0.4662
H 3.3212 2.4982 -1.7463
H 2.8989 1.6290 -3.2235
H 4.5226 1.4478 -2.5185
H 0.7342 -1.7676 -1.6383
H 3.3266 -1.9361 -4.3091
H 4.1351 -0.7075 -3.3318
H 3.3825 -0.2560 -4.8707
H 0.7644 -2.2608 -3.8061
H 0.9023 -0.9456 -4.9855
H -0.0350 -0.7068 -3.5067
C 1.9605 -2.0638 2.2785
C 1.6107 -0.6505 2.6461
C 1.9708 -0.0065 3.8118
C 1.5578 1.3381 3.6719
C 0.9669 1.4497 2.4291
C 0.5502 2.7442 1.7883
N 0.9733 0.2209 1.7939
H 2.9709 -2.2890 2.6251
H 1.9414 -2.2072 1.1972
H 1.2945 -2.8049 2.7285
H 2.5101 -0.4463 4.6376
H 1.7210 2.1503 4.3647
H 0.8727 3.5567 2.4404
H -0.5243 2.8898 1.6311
H 1.0066 2.8834 0.8058
C -2.5914 -0.4427 -2.2446
C -1.6008 -1.1629 -1.3396
O -1.3387 -2.3204 -1.6587
H -2.7747 -1.0472 -3.1349
H -2.2275 0.5460 -2.5253
H -3.5436 -0.3002 -1.7275
*
```

Its LUMO energy (spin up / spin down) is 0.34 / 0.18 eV.

=====

x.
Here is C26H35CrI2N6O2 as an isolated structure from the OMol25 dataset. Energies are from ωB97M-V/def2-TZVPD.

```
! RIJCOSX wB97M-V def2-TZVPD def2/J DEFGRID3
* xyz 0 4
Cr -0.3527 -0.1081 -0.0431
I 4.1294 -2.2136 5.6844
C 2.6003 -1.5379 4.4042
C 1.2933 -1.9326 4.6379
C 0.3243 -1.5013 3.7594
I -1.6835 -2.0847 3.9671
C 0.5948 -0.6964 2.6289
O -0.3815 -0.3509 1.8363
C 1.9415 -0.3010 2.4410
C 2.3266 0.5522 1.2562
N 1.7728 -0.0118 0.0117
C 2.1719 0.6847 -1.2150
C 1.3123 0.1707 -2.3381
C 1.7719 0.0188 -3.6319
C 0.8961 -0.3839 -4.6278
C -0.4235 -0.6297 -4.2746
C -0.8000 -0.4885 -2.9575
N 0.0408 -0.1085 -1.9866
C 2.9175 -0.7355 3.3228
H 1.0393 -2.5659 5.4757
H 3.4183 0.6103 1.1988
H 1.9365 1.5688 1.3508
H 2.0887 -0.9772 -0.0380
H 3.2355 0.5624 -1.4385
H 1.9606 1.7517 -1.0816
H 2.8071 0.2365 -3.8579
H 1.2314 -0.5004 -5.6489
H -1.1528 -0.9323 -5.0127
H -1.8170 -0.6824 -2.6394
H 3.9476 -0.4397 3.1633
C -5.2919 1.4812 -0.9895
N -4.1402 1.1102 -0.1921
C -3.3399 2.2239 0.2836
C -3.7324 -0.1765 -0.0591
N -2.4828 -0.5331 0.0300
N -4.7609 -1.1029 -0.0195
C -5.8625 -0.8820 0.9106
C -4.4562 -2.5053 -0.2178
H -4.9673 2.0896 -1.8395
H -5.9967 2.0769 -0.4034
H -5.8000 0.5980 -1.3645
H -3.9960 2.9277 0.8018
H -2.8343 2.7504 -0.5280
H -2.5860 1.8626 0.9717
H -2.4298 -1.4736 0.4073
H -5.9531 0.1735 1.1488
H -5.6917 -1.4293 1.8441
H -6.7990 -1.2285 0.4700
H -4.0115 -2.9783 0.6677
H -3.7835 -2.6263 -1.0642
H -5.3867 -3.0235 -0.4495
C -0.7825 2.6984 -2.4544
C -0.3215 2.9850 -1.0515
C -0.0013 4.2542 -0.6141
C 0.1636 4.1680 0.7826
C -0.0607 2.8514 1.1327
C -0.1443 2.3881 2.5616
N -0.3197 2.0932 0.0051
H -1.1363 3.6323 -2.8915
H -1.6112 1.9907 -2.4649
H 0.0013 2.3164 -3.1167
H 0.0478 5.1391 -1.2322
H 0.3777 4.9742 1.4686
H -0.3276 3.2632 3.1861
H 0.7706 1.9182 2.9323
H -0.9566 1.6814 2.7144
C -0.7856 -3.1347 -1.1321
C -0.0437 -2.1569 -0.2282
O 0.8690 -2.6251 0.4351
H -0.5027 -4.1609 -0.8962
H -0.5139 -2.9245 -2.1689
H -1.8656 -3.0172 -1.0478
*
```

Its LUMO energy (spin up / spin down) is -0.22 / -0.48 eV.

=====

Which one is most stable, and which one is least stable? w is the most stable of them, while x is the least stable.

=====

w.
Here is a 2-piece molecular cluster, C2H7N2OS overall from the OMol25 dataset. Energies are from ωB97M-V/def2-TZVPD.

```
! RIJCOSX wB97M-V def2-TZVPD def2/J DEFGRID3
* xyz 1 1
C -1.0909 -0.6689 0.3298
C 1.7579 1.3528 -0.1352
N -1.9641 0.1236 0.9362
N -1.0706 -1.6519 -0.4131
O 1.5676 -1.2723 -0.3203
S 1.3894 -0.2238 0.6568
H 1.5008 2.2512 0.3727
H 1.3696 1.4639 -1.1982
H 2.8569 1.2152 -0.2191
H -2.9032 0.4070 0.5395
H -1.4515 0.9491 1.1313
H -1.8856 -2.0420 -0.8975
H -0.0762 -1.9038 -0.7828
*
```

Its LUMO energy (spin up / spin down) is -5.62 / -5.62 eV.

=====

x.
Here is an isolated ion of composition C2H7N2OS and charge +1 from the OMol25 dataset. Energies are from ωB97M-V/def2-TZVPD.

```
! RIJCOSX wB97M-V def2-TZVPD def2/J DEFGRID3
* xyz 1 1
C -0.7851 -0.6522 -0.3275
C 1.0077 0.9656 0.4093
N -0.1951 -1.6626 0.3203
N -0.4366 0.7719 0.2231
O -0.5011 -0.4014 -1.8246
S -2.1126 -0.6802 -1.4235
H 1.4395 0.5884 1.3023
H 1.5594 0.5450 -0.4767
H 1.3758 2.0600 0.3778
H -0.2389 -2.5695 -0.0660
H 0.7086 -1.2747 0.7626
H -0.7811 1.4459 -0.4104
H -1.0405 0.8639 1.1332
*
```

Its LUMO energy is -4.01 eV. Its structure (SMILES) is C[NH2+][C@]1(N)OS1.

=====

Which one is most stable, and which one is least stable? w is the most stable of them, while x is the least stable.

=====

w.
Here is a 2-piece molecular cluster, CH2F2N2OP overall from the OMol25 dataset. Energies are from ωB97M-V/def2-TZVPD.

```
! RIJCOSX wB97M-V def2-TZVPD def2/J DEFGRID3
* xyz 1 1
C -0.9618 -1.1314 -0.3351
N 3.7425 -0.5213 -0.1824
N 3.1688 -0.5334 0.7438
O -1.5484 -0.0374 -0.2403
F 0.3065 -1.2500 -0.3107
F -0.0357 1.4288 0.9014
P -0.9108 1.6738 -0.3540
H -1.6485 -1.9616 -0.4058
H -2.1128 2.3324 0.1831
*
```

Its LUMO energy is -6.23 eV.

=====

x.
Here is an isolated ion of composition CH2F2N2OP and charge +1 from the OMol25 dataset. Energies are from ωB97M-V/def2-TZVPD.

```
! RIJCOSX wB97M-V def2-TZVPD def2/J DEFGRID3
* xyz 1 1
C 1.3637 -0.4800 0.0262
N -2.2577 -1.0531 0.0897
N -0.3163 0.9111 -0.6609
O 0.6529 0.1490 -1.0230
F 0.4021 -0.9827 0.8043
F 2.0841 0.3572 0.8327
P -1.8645 0.4396 0.0247
H 2.1975 -1.0543 -0.4059
H -2.2618 1.7133 0.3122
*
```

Its LUMO energy (spin up / spin down) is -8.96 / -8.77 eV.

=====

Which one is most stable, and which one is least stable? w is the most stable of them, while x is the least stable.

=====

w.
Here is a 2-piece molecular cluster, C12H16N2O overall from the OMol25 dataset. Energies are from ωB97M-V/def2-TZVPD.

```
! RIJCOSX wB97M-V def2-TZVPD def2/J DEFGRID3
* xyz 0 1
C -0.8656 -0.8730 2.5309
C -0.1355 -1.4272 0.2322
C -1.2408 -1.2944 1.1694
C -0.7426 -1.5546 -1.0505
C -2.3973 -1.2067 0.4343
C 1.2563 -1.5631 0.2973
C -0.0281 -1.7798 -2.2058
C 1.9413 -1.7978 -0.8892
C 1.3538 -1.9052 -2.1352
N -2.1088 -1.3652 -0.8981
H 1.7408 -1.4632 1.2520
H -0.9652 -1.7890 3.1435
H -1.5206 -0.1989 3.0229
H -3.3794 -0.9677 0.7863
H -2.7215 -1.1069 -1.6490
H -0.5154 -1.9029 -3.1789
H 2.9938 -1.9297 -0.7932
H 2.0344 -1.9172 -2.9803
H 0.1500 -0.5024 2.6914
C 1.2566 2.2004 0.3384
C 1.2472 2.4653 -1.1637
C -0.0806 2.6179 0.9822
O -0.1900 3.4838 1.8211
N -1.0389 1.7256 0.6373
H 1.3172 1.0969 0.4628
H 2.1545 2.6391 0.7763
H 0.6326 3.3564 -1.3246
H 0.5247 1.8173 -1.7049
H -1.9761 1.5953 0.9835
H -0.9153 0.9303 0.0279
H 2.2185 2.6167 -1.6161
*
```

Its LUMO energy is 0.65 eV. Its structure (SMILES) is Cc1c[nH]c2ccccc12.CCC(N)=O.

=====

x.
Here is a 2-piece molecular cluster, C12H16N2O overall from the OMol25 dataset. Energies are from ωB97M-V/def2-TZVPD.

```
! RIJCOSX wB97M-V def2-TZVPD def2/J DEFGRID3
* xyz 0 1
C -1.6236 -0.2363 2.5872
C -0.2864 -1.4705 0.7665
C -1.4621 -0.8382 1.2241
C -0.3859 -1.6643 -0.6256
C -2.3462 -0.8052 0.1788
C 0.9453 -1.7174 1.3894
C 0.7610 -2.0485 -1.3818
C 1.9394 -2.4115 0.7329
C 1.8427 -2.4978 -0.6788
N -1.6182 -1.1454 -0.9955
H 1.2426 -1.3142 2.3659
H -1.7016 0.8467 2.5573
H -0.7328 -0.3970 3.2038
H -3.3652 -0.4945 0.0516
H -2.0008 -1.4261 -1.8846
H 0.6690 -2.0344 -2.4604
H 2.7974 -2.8308 1.2310
H 2.6385 -2.8602 -1.3177
H -2.4230 -0.7209 3.1091
C 1.3256 2.2438 -0.5628
C 1.0190 1.3151 -1.7237
C 0.1397 3.1362 -0.2112
O 0.3488 4.3153 -0.0011
N -1.1316 2.5917 -0.1340
H 1.6385 1.6724 0.3071
H 2.1232 2.9094 -0.9072
H 1.7138 0.4801 -1.7622
H 0.9478 1.7916 -2.7254
H -1.9412 3.1714 -0.2536
H -1.1587 1.6658 -0.5249
H 0.0850 0.7736 -1.5541
*
```

Its LUMO energy is 0.73 eV. Its structure (SMILES) is Cc1c[nH]c2ccccc12.CCC(N)=O.

=====

Which one is most stable, and which one is least stable? x is the most stable of them, while w is the least stable.